Entry 1:
Density functional theory data (ωB97M-V/def2-TZVPD) for C19H43Cl2F3P2Zr as an isolated structure at a distorted geometry.

XYZ file:
```
70
Properties=species:S:1:pos:R:3:forces:R:3:lowdin_charge:R:1
Zr -0.19673 -0.42794 1.36596 0.961 1.283 -0.797 0.74
Cl 0.96220 0.91189 -0.20659 -0.247 -0.062 0.499 -0.03
P -1.66511 -1.54872 3.29878 -0.563 -0.278 0.853 0.96
C -3.49681 -1.72620 3.10371 -0.108 0.219 -0.024 -0.53
C -1.15370 -3.15145 4.05817 -0.044 0.159 0.089 -0.55
C -1.49532 -0.25251 4.60493 -0.412 -0.087 -0.085 -0.54
C -3.85282 -2.06412 1.65575 -0.286 0.099 -0.211 -0.13
H -3.86014 -0.71211 3.32054 0.040 -0.263 -0.120 0.10
C -4.18260 -2.68726 4.08087 -0.169 -0.045 -0.093 -0.11
H -3.92713 -3.73476 3.87377 -0.070 0.228 0.097 0.08
H -5.26722 -2.57694 3.94302 0.220 -0.095 0.048 0.09
H -3.96347 -2.46231 5.12909 -0.039 -0.161 -0.226 0.06
H -3.53090 -1.27565 0.96604 -0.070 -0.210 0.193 0.04
H -4.94377 -2.15779 1.57052 0.202 -0.054 -0.030 0.08
H -3.39658 -3.00647 1.32540 -0.129 0.193 0.071 0.07
H -2.17557 0.54660 4.25964 0.337 -0.275 0.111 0.10
C -0.06847 0.30543 4.64032 0.074 -0.012 0.346 -0.11
C -1.97567 -0.71502 5.98380 0.170 0.384 0.225 -0.09
H -3.04711 -0.94250 5.99074 0.302 0.062 -0.015 0.07
H -1.81328 0.11060 6.69039 -0.067 -0.222 -0.001 0.09
H -1.41720 -1.58518 6.34918 -0.202 0.201 -0.038 0.07
H 0.26671 0.77952 3.69073 -0.188 -0.118 0.317 0.05
H 0.66281 -0.46079 4.93629 -0.163 0.314 -0.199 0.07
H -0.04791 1.09780 5.40273 0.212 -0.066 -0.319 0.09
C -1.20820 -4.24569 2.98697 0.070 -0.236 0.018 -0.12
H -1.90770 -3.35149 4.83326 0.236 -0.051 -0.155 0.09
C 0.23202 -3.09931 4.70494 0.167 -0.228 -0.035 -0.13
H -2.20489 -4.37167 2.54594 0.240 0.078 0.117 0.06
H -0.92439 -5.20153 3.44783 -0.067 0.142 -0.141 0.09
H -0.49024 -4.03170 2.18479 -0.215 -0.092 0.168 0.03
H 0.98556 -2.78938 3.97001 -0.135 -0.093 0.317 0.01
H 0.49181 -4.11312 5.04051 0.005 0.221 -0.037 0.09
H 0.28139 -2.44010 5.57852 -0.025 -0.167 -0.225 0.06
Cl 1.40671 -2.19506 1.53590 0.019 -0.104 0.096 -0.03
H -1.46629 -1.04967 0.37878 -0.506 -0.606 -0.692 -0.07
P 1.70449 1.58373 -3.56977 0.257 -0.001 -0.344 1.04
C 1.63633 3.46310 -3.51691 0.021 -0.382 0.040 -0.56
C 3.41564 1.24273 -4.27894 -0.424 0.344 -0.149 -0.58
C 0.54545 1.26279 -5.00845 0.222 0.028 0.338 -0.57
C 1.85560 3.91580 -2.06638 -0.076 0.238 -0.144 -0.16
H 0.58677 3.67213 -3.78861 0.281 0.024 0.119 0.10
C 2.54784 4.22834 -4.47583 -0.069 0.357 0.044 -0.12
H 3.60965 4.09007 -4.23134 -0.266 0.028 -0.090 0.07
H 2.32426 5.30016 -4.37346 0.152 -0.137 -0.068 0.08
H 2.39257 3.96611 -5.52747 0.103 0.023 0.267 0.05
H 1.16157 3.41492 -1.38627 0.129 0.101 -0.090 0.02
H 1.69290 4.99863 -1.99735 0.068 -0.102 0.097 0.07
H 2.87861 3.70370 -1.72920 -0.193 0.019 -0.055 0.07
H -0.30844 1.91898 -4.76311 0.157 -0.257 -0.074 0.10
C 0.06122 -0.19412 -4.93574 -0.147 0.157 -0.181 -0.14
C 1.04723 1.64064 -6.40027 -0.290 -0.106 -0.251 -0.12
H 1.25159 2.71204 -6.49806 -0.022 -0.272 0.042 0.05
H 0.25945 1.39720 -7.12753 0.203 0.040 -0.004 0.08
H 1.94690 1.08068 -6.68791 -0.206 0.161 0.075 0.06
H -0.30250 -0.43218 -3.93019 0.094 0.005 -0.167 0.06
H 0.85766 -0.90253 -5.19559 -0.178 0.141 0.078 0.06
H -0.76556 -0.33724 -5.64207 0.103 -0.096 0.058 0.07
C 4.48235 1.58035 -3.23004 0.096 -0.089 -0.027 -0.13
H 3.53800 1.90048 -5.15346 0.156 -0.211 0.164 0.09
C 3.56542 -0.21729 -4.72114 0.125 -0.011 0.039 -0.13
H 4.51196 2.64344 -2.96139 -0.095 -0.262 -0.045 0.05
H 5.47138 1.31371 -3.62730 -0.118 0.062 0.122 0.08
H 4.31905 0.99741 -2.31275 0.027 0.138 -0.161 0.08
H 3.28726 -0.90294 -3.90907 0.029 0.102 -0.160 0.08
H 4.61856 -0.40577 -4.97138 -0.175 -0.035 0.033 0.07
H 2.97120 -0.46720 -5.60797 0.080 0.087 0.257 0.05
F -2.33289 1.68356 0.33254 0.157 -0.153 0.789 -0.01
C -1.94410 1.26816 1.58916 0.141 0.093 -0.143 -0.62
F -3.13544 1.11414 2.28325 0.359 0.192 -0.358 -0.03
F -1.36193 2.39088 2.17876 -0.251 -0.284 -0.176 -0.03
```
Positions in Å, forces in eV/Å.

## Properties
HOMO ... -7.72 eV
Orbital gap ... 7.2 eV
Molecular weight ... 552.6 g/mol
Electronic energy ... -2699.5453 Ha
Net charge ... 0

Entry 2:
Density functional theory data (ωB97M-V/def2-TZVPD) for C19H43F13MgN2O20S4 as an isolated structure at a distorted geometry.

XYZ file:
```
102
Properties=species:S:1:pos:R:3:forces:R:3:lowdin_charge:R:1
Mg -3.52970 29.46559 -5.05517 0.396 0.384 -0.110 1.42
C -0.67285 25.50049 -7.17649 1.550 1.153 -1.166 -0.61
F -1.71773 24.90773 -6.64721 -0.116 -0.243 -0.134 0.15
F 0.22877 25.75345 -6.22978 -0.635 -0.267 -0.110 0.12
F -0.06282 24.72239 -8.11845 -1.139 0.681 0.998 0.12
S -1.26107 27.17418 -8.08811 -1.791 -0.442 -1.173 0.69
O -0.43432 27.36925 -9.27229 -0.643 -0.021 1.948 -0.30
O -2.66506 26.92514 -8.41040 1.079 0.355 1.382 -0.34
N -1.16707 28.44628 -6.82525 -1.213 -3.142 -2.257 -0.34
S 0.33913 28.89930 -6.97628 4.335 2.045 1.597 0.58
O 0.60924 29.73669 -5.79319 -0.485 -1.098 -1.754 -0.34
O 1.34908 27.86500 -7.33597 -2.450 2.189 0.848 -0.32
C 0.30566 30.15828 -8.49204 2.301 -0.394 1.228 -0.65
F 1.12403 29.73089 -9.44081 0.042 -0.084 -0.015 0.14
F -0.88972 30.26090 -8.98500 -1.108 0.615 -0.130 0.16
F 0.80266 31.35290 -8.06202 -1.031 -0.949 -0.301 0.11
C -6.67695 33.05464 -3.00062 0.921 0.738 -0.641 -0.64
F -6.22731 33.87179 -3.95316 -0.043 -0.377 -0.094 0.11
F -7.39440 33.80408 -2.17617 0.268 -0.797 0.315 0.17
F -7.44108 32.14759 -3.59439 -0.184 -0.368 0.284 0.13
S -5.17978 32.14007 -2.10953 -1.041 -0.666 0.933 0.72
O -4.98508 32.93514 -0.89534 0.218 -1.231 -2.213 -0.29
O -5.62873 30.76009 -1.92730 0.705 1.162 -0.835 -0.35
N -3.88731 32.08840 -3.35818 -3.572 -2.153 2.123 -0.33
S -3.18800 33.46394 -3.22456 3.811 3.530 -2.501 0.51
O -2.38296 33.65924 -4.43920 -0.335 -1.041 1.823 -0.32
O -4.02325 34.58892 -2.93219 -0.135 -0.366 0.817 -0.29
C -2.00321 33.25788 -1.65401 -0.416 0.397 -1.845 -0.59
F -0.71982 33.16024 -2.08927 -1.198 -0.697 0.668 0.11
F -2.07358 34.35725 -0.92683 -0.205 -0.565 0.307 0.16
F -2.43657 32.16390 -0.98480 1.369 0.938 -0.204 0.09
C 0.59056 19.85202 -10.34497 1.530 0.826 -0.836 -0.06
C 0.24871 20.36336 -11.74132 0.214 0.592 -0.253 -0.34
O -0.97047 19.78932 -12.02370 -1.133 -0.746 0.073 0.14
C -1.50477 19.33103 -10.86270 -3.852 -1.018 -1.236 -0.55
O -2.65163 18.93503 -10.75679 2.387 0.739 -0.154 0.15
O -0.63311 19.41235 -9.90360 -0.405 -0.590 2.615 0.11
F 1.13463 19.93127 -12.65726 0.593 0.073 -0.336 0.09
H 1.00910 20.62980 -9.70622 -0.224 -0.081 0.093 0.14
H 1.29685 19.02436 -10.41008 0.037 -0.030 -0.071 0.15
H 0.05253 21.42916 -11.85824 0.848 0.269 0.110 0.17
C -7.86947 22.75799 -9.87787 0.195 -1.025 -1.006 -0.18
C -6.78678 21.94395 -9.26371 1.137 -0.955 0.281 -0.19
C -6.74472 22.45907 -7.83929 0.021 0.182 -0.182 -0.18
O -8.13806 22.66104 -7.56131 1.509 -0.900 2.343 -0.12
C -8.78763 22.98328 -8.71752 -1.305 1.704 -1.001 -0.26
H -8.40398 22.14930 -10.60718 0.250 0.489 -0.551 0.12
H -7.32150 23.59876 -10.30324 -0.965 0.514 -0.134 0.12
H -5.85459 22.03633 -9.82102 0.109 -0.122 0.197 0.12
H -7.07337 20.89272 -9.23403 0.165 -0.122 0.073 0.12
H -6.21731 23.40199 -7.69491 0.090 0.417 -0.464 0.11
H -6.21500 21.78634 -7.16480 -0.749 -0.341 0.285 0.12
H -9.04270 24.04296 -8.72852 -0.419 0.291 0.282 0.11
H -9.71694 22.41655 -8.77494 -0.007 -0.105 -0.118 0.13
C -3.01286 25.16947 -13.47532 -0.505 -0.922 0.559 -0.18
O -3.76239 25.51542 -14.59558 -0.374 0.592 -1.364 -0.13
H -2.15029 25.82657 -13.36445 -0.185 -0.075 0.100 0.08
H -3.71095 25.19028 -12.63846 0.527 0.303 0.705 0.07
H -2.72451 24.12407 -13.58524 0.674 -0.028 0.244 0.08
H -4.28358 24.74187 -14.82264 -0.108 0.176 -0.210 0.08
C -1.87406 35.07158 -12.36831 0.937 -0.319 0.548 -0.18
O -2.15289 35.97150 -13.40542 -0.961 0.404 -0.236 -0.12
H -2.67523 34.39153 -12.07890 -0.381 0.125 -0.843 0.07
H -1.01031 34.49911 -12.70646 0.103 -0.449 0.550 0.08
H -1.65765 35.57195 -11.42443 0.341 0.229 0.035 0.07
H -1.48999 36.66493 -13.36920 -0.038 0.003 -0.049 0.08
C -6.66373 26.94565 -5.37311 -3.150 -0.431 -1.874 -0.18
O -5.40827 27.14204 -4.94031 4.182 1.112 1.763 -0.12
H -6.61867 26.68078 -6.42947 -0.317 -0.073 -0.174 0.09
H -7.15100 26.12254 -4.85047 -0.165 0.168 0.078 0.10
H -7.24914 27.86102 -5.28669 -0.156 -0.090 0.169 0.09
H -5.16110 26.42263 -4.35469 0.284 0.111 0.007 0.10
C -5.36795 32.22739 -7.98546 -0.650 1.912 -0.638 -0.16
O -5.17708 30.87753 -7.65802 0.450 -0.522 0.477 -0.13
H -6.40292 32.39964 -8.28088 -0.277 -0.013 0.325 0.09
H -5.13183 32.93931 -7.19457 0.063 -0.557 0.387 0.09
H -4.82165 32.59096 -8.85579 0.579 -0.500 -0.093 0.08
H -5.62899 30.42250 -8.37240 0.122 -0.666 0.032 0.08
C -6.48011 28.18137 -11.93308 0.019 0.501 0.305 -0.14
O -7.13080 28.77854 -10.80233 0.099 -0.007 0.027 -0.14
H -5.42490 28.28335 -11.67962 -0.006 -0.431 -0.222 0.08
H -6.77562 27.14648 -12.10560 0.121 -0.114 0.263 0.07
H -6.63857 28.71789 -12.86858 -0.181 0.241 0.050 0.08
H -8.08446 28.83103 -10.89912 0.010 -0.148 -0.339 0.07
C 4.90658 24.94373 -4.56538 -0.074 0.753 -1.027 -0.15
O 5.05934 26.36130 -4.75470 -0.179 -0.485 0.313 -0.13
H 5.88296 24.53195 -4.30999 -0.313 -0.063 0.304 0.08
H 4.09023 24.72286 -3.87771 0.334 -0.153 0.442 0.07
H 4.59786 24.56228 -5.53866 0.152 -0.604 -0.014 0.07
H 4.28835 26.58262 -5.28213 0.049 0.575 -0.039 0.06
C -1.65211 29.77952 -14.11845 0.023 -0.172 -1.083 -0.14
O -2.31082 29.36627 -15.34814 0.427 0.613 0.823 -0.13
H -2.22848 29.40100 -13.27429 0.353 0.141 0.238 0.07
H -0.61110 29.45725 -14.14236 -0.019 -0.564 0.370 0.07
H -1.53261 30.86221 -14.07823 -0.721 0.053 -0.172 0.07
H -2.41587 28.41555 -15.26642 -0.103 -0.114 -0.168 0.05
C -0.45608 27.87896 -1.68890 1.130 -0.266 -0.382 -0.14
O -1.75433 28.02739 -2.23585 -0.732 0.320 -0.016 -0.14
H -0.44487 27.71532 -0.61131 -0.289 -0.015 0.026 0.08
H -0.00381 27.03020 -2.20188 0.383 -0.092 0.247 0.08
H 0.17589 28.74418 -1.88922 -0.402 0.128 -0.162 0.09
H -2.22029 27.25472 -1.90806 -0.358 0.065 -0.081 0.07
```
Positions in Å, forces in eV/Å.

## Properties
HOMO ... -10.00 eV
Orbital gap ... 5.0 eV
Molecular weight ... 1019.1 g/mol
Electronic energy ... -5454.7222 Ha
Net charge ... 0

Entry 3:
Density functional theory data (ωB97M-V/def2-TZVPD) for a 4-piece molecular cluster, C19H43F3I2N4O7P overall at a distorted geometry.

XYZ file:
```
79
Properties=species:S:1:pos:R:3:forces:R:3:lowdin_charge:R:1
C -1.76774 -1.80288 1.32279 1.673 -0.407 0.523 -0.21
C -0.40574 -1.56508 0.38115 -0.297 4.270 -0.440 -0.67
I 0.76772 -3.35623 -0.06980 -0.845 1.676 0.287 0.87
C -0.03500 -0.16634 -0.07874 -0.654 -5.199 2.278 -0.62
I -1.48360 1.39962 0.58024 1.678 -1.277 -0.689 0.98
N 1.20784 0.11615 -0.86556 -1.443 3.730 0.588 -0.10
C 1.24104 -0.42016 -2.25390 0.752 -0.465 -2.556 -0.19
C -0.17368 -0.60615 -3.03652 0.250 0.052 -1.153 -0.04
C -0.78925 0.80769 -3.68518 -1.379 -1.371 -1.785 -0.22
F -1.49314 0.35695 -4.94491 2.076 1.910 3.906 -0.01
F -1.84705 1.42147 -2.84411 3.779 -1.253 -2.739 -0.03
F 0.26106 1.74978 -4.13723 -3.626 -2.499 1.782 0.00
C 1.74490 1.51191 -0.70511 0.499 -0.422 2.837 -0.26
N 1.59678 2.57250 -1.56121 1.440 -0.840 -1.001 0.12
N 2.56171 1.78645 0.57524 -4.216 -1.198 -1.508 -0.11
P 2.65854 3.53144 0.92779 1.325 3.812 0.800 0.86
N 1.43831 4.02086 2.15347 0.771 -2.286 -1.135 -0.17
O 4.20020 3.71904 1.78698 -3.211 -3.609 -0.137 -0.33
H -1.53158 -1.20605 2.33016 -0.789 -1.186 -2.249 0.07
H -1.79343 -2.94831 1.65592 -0.079 2.607 -1.031 0.09
H -2.75296 -1.44936 0.80096 2.004 -0.705 0.996 0.08
H 1.95454 0.29325 -2.89278 -1.698 -1.542 1.355 0.15
H 1.79010 -1.48018 -2.28428 -1.318 2.292 0.452 0.11
H -0.99929 -1.22625 -2.45476 1.706 1.797 -1.067 0.14
H 0.06703 -1.27145 -4.00036 -0.441 1.672 2.086 0.16
H 0.69264 3.04038 -1.80935 0.919 -1.546 -0.058 0.14
H 2.46302 2.97841 -2.02812 -1.582 -0.238 1.478 0.16
H 1.93602 1.37845 1.33340 1.352 -0.635 -1.015 0.09
H 1.06594 3.19955 2.68368 0.078 1.289 -0.284 0.03
H 0.67910 4.60138 1.73088 0.810 -0.849 0.294 0.03
H 4.25773 2.84487 2.31319 0.491 2.056 -0.738 0.07
C -2.82370 -2.55527 4.90919 0.091 -0.148 -0.062 -0.11
O -1.44889 -2.20342 4.79579 -0.242 0.276 0.152 -0.22
C -1.17409 -0.90992 5.33960 0.361 -0.444 0.168 -0.20
C -0.51938 -1.01582 6.71946 -0.590 0.188 0.170 -0.19
O -1.43253 -1.54048 7.68836 0.342 -0.131 -0.523 -0.19
C -1.18477 -2.91202 7.97522 -0.107 0.031 0.172 -0.11
H -2.92801 -3.61737 4.67257 0.123 0.142 -0.010 0.09
H -3.20477 -2.38573 5.91973 0.039 0.044 -0.067 0.09
H -3.41232 -1.97663 4.18998 -0.139 0.019 0.057 0.08
H -2.08565 -0.30049 5.38263 0.074 -0.112 0.105 0.13
H -0.47488 -0.41916 4.65512 0.070 0.062 0.002 0.11
H -0.24216 -0.01093 7.05520 0.007 -0.016 -0.049 0.12
H 0.39633 -1.61950 6.67613 -0.166 0.011 -0.088 0.13
H -0.27606 -3.00452 8.57850 0.004 -0.111 -0.048 0.09
H -1.08481 -3.50690 7.06318 0.031 0.045 0.018 0.08
H -2.02860 -3.29981 8.55253 0.105 0.179 -0.062 0.09
C -2.45944 7.36573 -2.61074 -0.165 0.083 -0.081 -0.10
O -3.23069 6.22343 -2.25423 0.614 -0.229 0.190 -0.18
C -2.41626 5.07247 -2.01679 -0.730 0.159 0.275 -0.20
C -2.25028 4.80992 -0.51766 0.471 0.390 -0.325 -0.24
O -1.47431 5.83763 0.10650 -0.291 -0.276 -0.084 -0.22
C -2.28263 6.76095 0.82684 0.091 0.194 0.137 -0.10
H -3.10825 8.24468 -2.57328 0.002 -0.220 -0.014 0.10
H -1.62316 7.52209 -1.92419 -0.011 -0.040 -0.020 0.08
H -2.08291 7.25146 -3.63237 0.077 0.077 0.033 0.09
H -1.44053 5.17385 -2.50861 -0.020 0.062 0.113 0.12
H -2.93215 4.21917 -2.46844 0.039 -0.035 0.020 0.12
H -1.70175 3.87155 -0.38363 -0.055 0.188 -0.122 -0.03
H -3.22564 4.70145 -0.02599 0.054 0.091 -0.135 0.13
H -2.65160 6.29104 1.74406 -0.101 0.073 -0.003 0.09
H -3.12623 7.11623 0.22865 0.057 -0.085 0.016 0.09
H -1.66314 7.61997 1.09894 -0.006 -0.202 -0.067 0.10
C 3.01118 -3.94221 -4.97057 0.080 0.104 0.105 -0.11
O 2.42498 -4.24696 -3.70951 -0.090 -0.089 -0.249 -0.23
C 1.40381 -5.24238 -3.81316 0.289 -0.131 0.452 -0.21
C 1.91203 -6.60926 -3.34710 -0.057 -0.069 -0.691 -0.19
O 2.90210 -7.12733 -4.24111 -0.066 0.445 0.458 -0.19
C 4.22148 -6.97695 -3.72983 0.018 -0.161 -0.157 -0.11
H 3.90876 -3.34286 -4.79728 -0.139 -0.065 0.085 0.09
H 3.29711 -4.84604 -5.51509 -0.069 0.041 0.040 0.09
H 2.30854 -3.35538 -5.57097 0.038 -0.050 -0.137 0.08
H 1.01121 -5.29686 -4.83644 0.134 -0.067 0.111 0.13
H 0.58597 -4.92854 -3.15672 -0.052 -0.042 0.006 0.09
H 1.07585 -7.31646 -3.35428 0.004 0.066 0.024 0.13
H 2.29860 -6.55733 -2.32109 0.004 0.092 -0.124 0.12
H 4.38511 -7.68986 -2.91543 0.085 0.076 0.040 0.09
H 4.40623 -5.95991 -3.37316 -0.036 -0.027 0.018 0.08
H 4.92854 -7.19705 -4.53440 -0.200 -0.025 0.071 0.09
```
Positions in Å, forces in eV/Å.

## Properties
HOMO ... -11.29 eV
Orbital gap ... 5.8 eV
Molecular weight ... 781.4 g/mol
Electronic energy ... -2731.1867 Ha
Net charge ... +1